{
  "formula": "C63H148N4O13",
  "method": "wB97M-V/def2-TZVPD",
  "homo_lumo_gap_ev": 8.3,
  "homo_ev": -7.863,
  "charge": 0,
  "total_energy_ev": -100297.276,
  "lumo_energy_ha": 0.0155,
  "elements": ["C", "O", "O", "H", "H", "H", "H", "H", "C", "C", "H", "H", "H", "C", "H", "O", "O", "H", "N", "H", "H", "H", "H", "N", "C", "H", "C", "H", "C", "H", "C", "H", "H", "H", "H", "C", "H", "C", "C", "H", "H", "C", "H", "H", "H", "H", "H", "H", "C", "H", "H", "H", "H", "C", "H", "C", "C", "H", "H", "H", "C", "H", "H", "H", "H", "C", "H", "H", "H", "O", "H", "H", "C", "H", "H", "C", "H", "H", "H", "C", "C", "H", "H", "H", "C", "H", "H", "H", "H", "H", "C", "H", "H", "C", "C", "H", "H", "H", "H", "N", "H", "C", "H", "H", "H", "C", "H", "C", "C", "C", "H", "H", "H", "H", "H", "H", "C", "H", "C", "C", "H", "H", "C", "C", "C", "H", "C", "H", "H", "C", "O", "H", "C", "H", "H", "H", "H", "C", "H", "H", "H", "O", "C", "C", "H", "H", "C", "H", "C", "C", "H", "H", "C", "H", "O", "H", "H", "H", "H", "H", "C", "H", "C", "H", "C", "H", "H", "H", "C", "H", "H", "C", "H", "H", "H", "H", "C", "O", "H", "H", "H", "O", "H", "H", "H", "O", "O", "H", "C", "H", "H", "N", "H", "H", "O", "H", "H", "H", "H", "C", "H", "H", "C", "H", "H", "C", "H", "C", "C", "C", "H", "H", "H", "H", "H", "H", "H", "C", "H", "H", "H", "H", "C", "H", "H", "C", "H", "H"],
  "coordinates": [[0.74249, -6.88695, 0.41134], [6.82754, -4.43019, 0.99988], [0.63919, 0.80628, 0.96647], [7.76141, -1.72855, -0.59161], [1.29894, 0.65191, 4.14033], [5.56414, 1.85927, -5.23688], [5.20254, 0.34158, 0.85384], [-1.45790, -2.55107, -2.59895], [4.65052, -3.30554, 3.44187], [-5.87048, 1.41547, -4.27678], [-5.01149, -6.53360, -1.48750], [-7.97182, 2.36442, -2.21500], [0.15671, -3.26161, -0.97566], [-5.90567, 0.59232, -1.33777], [-1.40125, 1.88415, 5.03323], [-4.67088, 3.39278, -3.43529], [-3.32407, 1.18307, 6.57850], [3.29619, -6.87514, 1.41499], [-5.18175, 2.13685, -3.11977], [-0.30196, -1.30393, 1.98592], [-6.65815, -0.61065, -4.48972], [2.89709, -0.85475, 6.50991], [3.03337, -3.03451, 4.62975], [5.31431, 2.85670, -2.49166], [4.61592, 1.68744, -3.11596], [4.87296, 2.65341, 2.69400], [6.74654, -3.56485, -0.18971], [-7.56939, 2.61553, -0.61335], [-1.32741, 0.74584, -5.77215], [4.67278, -4.01798, -0.48028], [-4.90993, 2.85175, -0.72762], [-4.00704, 1.22667, -5.19476], [-3.89484, 4.11505, 3.36330], [-5.10130, 2.14322, -6.23439], [6.70202, 4.01062, -4.55671], [-6.67339, -0.18554, -2.31699], [4.30279, -3.59083, 5.73441], [-3.39602, 1.52316, 4.19831], [3.10372, 1.61233, -2.64258], [-3.14301, -4.33149, -2.41137], [-5.94929, -3.97317, -0.39734], [-1.20077, -1.89677, -1.76619], [-6.53746, -1.24319, -2.08697], [0.45827, -2.90139, 1.73829], [3.15972, -7.95865, -0.08022], [-5.19174, 0.46669, -6.20252], [-6.35180, 3.35688, 7.51578], [7.43042, 1.39312, -1.11047], [1.11159, 0.23484, 6.15640], [2.56678, 0.72666, -2.98313], [1.55156, 1.09730, 0.88400], [-4.50162, -3.08386, 2.29310], [-1.74862, 1.03842, -7.90236], [3.28420, 5.22153, 0.41288], [-1.74278, 1.65039, -5.32597], [0.20357, -2.20071, -1.22465], [-1.30022, -0.43972, -2.04830], [-6.47236, 2.73024, 4.48568], [0.56745, -7.73283, -0.25510], [-4.64160, -1.43295, 1.90944], [7.43598, -2.24077, 0.31498], [4.29464, -1.95468, 5.13050], [-0.67312, -0.16133, -2.89636], [-4.03795, -2.57384, 0.65576], [4.29981, 7.22218, 0.47527], [-2.07730, 0.32278, 0.23779], [-2.14020, -0.62124, 0.77907], [-3.41577, -6.34901, -3.79026], [-0.07723, -0.63758, -8.42797], [4.67186, 4.02307, -2.94740], [0.03778, -0.66284, 4.31928], [6.82200, -1.65109, 0.99572], [4.32300, -4.69840, 2.94447], [0.12607, 1.94759, -2.11645], [-4.50390, 4.83254, 7.00973], [0.61618, -1.38058, 0.08697], [0.96397, 1.59468, -8.19574], [4.13820, 2.64819, -4.99710], [1.68497, -0.98620, 4.53443], [-4.75414, -2.42246, 1.46438], [4.63189, 1.72520, -4.68891], [-2.14744, 0.06149, -5.55089], [3.27527, -4.91373, 3.16257], [-0.57892, 0.44997, -5.03668], [0.94388, -0.20489, 4.71350], [2.06371, -0.23005, 8.04230], [-4.38596, -5.55701, -0.27622], [4.36668, -4.87200, 1.86988], [1.55080, -1.64192, 7.20725], [-0.18925, 2.83868, -7.54635], [-5.80514, 2.54521, 7.03665], [5.98904, 2.01502, 0.67657], [-5.62530, -4.29023, -3.28164], [3.10209, -6.95746, 0.34547], [1.89909, -6.00763, 0.02330], [1.88763, 3.57782, 0.03594], [0.71808, 1.88138, -6.53103], [-3.09005, 0.33029, -0.16822], [5.02482, 0.06296, -1.73497], [0.36748, 0.07485, -0.14241], [8.38073, -2.34558, 0.84922], [4.61969, 1.67264, 2.29136], [1.16556, 5.06080, -0.18995], [2.23781, 4.49749, -1.42373], [5.05631, -0.40598, -3.40090], [-3.14360, -0.01567, 3.94709], [4.47800, 6.29617, -1.02007], [7.45034, 1.64562, -2.17140], [-5.04071, 1.31220, -5.53086], [6.77442, 2.96332, -2.57487], [-6.44773, 1.81758, 6.54019], [5.54865, -3.35217, -1.84853], [-7.73358, 0.03836, -2.43468], [4.82716, -5.47266, 3.52262], [0.95720, -2.16856, -2.01228], [-1.49014, 2.05251, 3.26751], [7.33710, 3.32565, -3.99264], [4.06880, -6.54899, 0.04263], [-0.90997, 0.79342, -7.24986], [-4.19083, 2.02654, 3.00608], [3.02847, 1.48011, -1.56231], [7.42539, -4.04799, -0.89191], [2.12947, 4.57172, -0.34131], [-3.93488, 4.10005, 6.43787], [-3.98952, -5.43060, -3.92076], [2.50934, -2.67062, 0.17054], [-5.78864, 2.09834, -1.74277], [-5.33986, 3.83930, 2.48743], [-3.44899, -4.78593, -4.61341], [4.10144, -2.99014, 4.84805], [6.09551, -3.38480, 3.52995], [0.75972, -7.34842, 1.39931], [-7.32362, 2.06269, -4.60615], [-6.00577, 4.36375, 4.80132], [-2.50963, -0.10801, 3.06505], [-1.56372, 2.38300, -1.58868], [3.94512, 1.14485, 4.18048], [-6.03556, -0.12899, -3.73501], [2.97772, 5.25802, 1.45835], [-3.90429, 0.51076, 6.94455], [8.51455, 1.78846, -2.36304], [1.66007, -5.57834, -1.25602], [4.25545, 0.61177, 3.28170], [-5.60138, 3.35959, 4.67091], [5.09164, -0.05249, 3.50365], [6.93047, 4.30681, -0.56760], [5.71380, 1.18304, 1.32421], [2.60191, -1.38373, 1.13905], [3.79001, 6.54935, -0.21384], [-0.63617, 1.86263, -1.34285], [6.31370, -2.62560, 4.07698], [4.35048, -2.63021, 2.63977], [1.96751, -0.64796, 7.04036], [4.42549, 4.09551, -0.65794], [-0.27125, 0.17405, 6.62736], [-3.83326, 2.69052, -0.78819], [1.45012, 1.27124, 6.15865], [7.55319, -0.34020, -2.27023], [3.50687, -0.10767, 2.95010], [-7.39383, 3.13949, -4.45326], [2.16922, -1.63481, 0.16869], [6.88386, 5.19296, -2.05568], [-0.90947, 0.43212, -0.80886], [-1.90339, -2.01856, -0.94054], [-4.15726, -5.88376, -1.29023], [8.27785, 3.87632, -3.99529], [-5.11834, 3.92092, -0.77523], [-0.28768, -6.52650, 0.41069], [7.16311, 4.22908, -1.63045], [-4.08223, -0.55992, 3.84578], [-3.30396, -6.56294, -1.27831], [6.91697, 0.36004, -2.81024], [-3.26274, 4.53839, 5.69998], [2.55538, 2.52372, -2.87948], [-6.98147, -1.07436, 2.10221], [-2.56547, -0.48556, 4.74318], [-0.04780, -2.06834, 1.25053], [-0.28094, -0.48124, -7.50285], [-1.99377, 3.35329, 4.23351], [2.49179, -5.59700, -1.73619], [-6.05456, -1.94175, -0.12585], [-6.20200, -3.89949, 0.52693], [-8.15587, -2.14829, 1.25368], [-5.12999, 2.68024, 0.32682], [5.10015, -2.21655, -0.51841], [3.32193, 1.96049, 1.60114], [-5.24163, -4.22071, -2.40485], [2.57667, -0.93307, -0.55935], [5.38189, 0.37807, -2.71648], [-6.31099, 0.40656, -0.34291], [4.01802, 0.89288, -5.03207], [-4.01389, 1.67255, 5.50995], [-4.97231, -5.62637, -4.35059], [-4.91146, 1.29452, 2.63797], [4.25836, 4.23567, 0.27799], [-8.21530, 1.62744, -4.15500], [6.52563, -3.94374, 1.77312], [2.84441, 6.98068, -0.54314], [-1.02393, -2.47590, 0.98416], [-2.00188, 2.26357, 4.20744], [3.44157, 2.59136, 0.88483], [6.58817, 0.68374, 1.74196], [-4.79713, 2.90005, 5.90502], [-3.51141, 1.93001, 2.15839], [-3.71981, 3.26422, -3.47232], [-4.06336, -4.91211, -2.49622], [-2.10958, 1.10893, 0.99217], [-4.74021, 3.42944, 3.30044], [-7.16842, 2.78861, -1.61328], [-7.17853, -2.08087, 1.73365], [-3.21372, 3.69600, 7.14996], [-4.85060, 0.31647, -1.36460], [-2.31775, -0.17765, -2.34041], [-7.36079, -2.76157, 2.56581], [-0.41477, 2.58314, -0.55390], [-7.48216, 1.90342, -5.67352], [7.46330, 2.47742, -4.66520], [0.17602, 1.81355, -7.47571], [6.99338, 0.36352, -3.89816], [5.21496, 4.34194, -3.67409], [8.23913, 4.26325, -1.45138], [-0.60563, 1.05249, 6.43090], [5.37393, -3.23849, -0.77834], [-7.20712, 3.87293, -1.71813], [-5.28431, 2.06055, 7.86288], [-6.08942, -2.54167, 0.78386], [1.85413, -5.12907, 0.66892], [-5.10105, -0.69070, -3.73169]],
  "atomic_forces_ev_per_a": [[-2.5166, -1.2999, 0.5157], [-0.8166, -0.3169, -1.7346], [-0.5998, 0.8401, 1.6821], [-0.4800, 0.8048, 0.0722], [-0.4941, -0.2432, -0.7800], [0.3211, -0.8820, 0.4802], [0.0723, 0.1753, -0.9609], [-0.0734, 0.0950, -0.0061], [1.5950, -2.0947, 0.7659], [-2.0989, -0.8090, 2.1639], [-0.1477, -0.1778, -0.2419], [0.3351, 0.0195, -0.3366], [0.4313, -0.0605, 0.4549], [0.8737, 1.7772, -0.1275], [-0.0256, 0.1000, -0.1579], [-0.5529, 0.7925, -0.4651], [1.3649, -0.3558, 0.7114], [-0.6255, -0.8042, 0.1975], [0.2869, -2.1251, 0.0967], [0.3105, -0.0926, 0.4392], [-0.2552, -0.1026, 0.1201], [0.3812, 0.4004, 0.4482], [-0.3616, 0.1214, 0.6664], [-0.9278, -1.4955, 0.2701], [1.0187, -0.7828, -0.9645], [0.3188, -0.2866, 0.5579], [1.8256, 0.9846, 3.3692], [0.3509, -0.0498, 0.3914], [-0.9939, -0.1853, 0.7025], [-0.2922, 0.3004, 0.0833], [0.3565, 0.5661, 0.1919], [0.1350, 0.0706, -0.1901], [-0.0211, 0.0818, 0.4260], [-0.0432, 0.4940, 0.4265], [-0.3318, 0.0910, 0.0107], [0.3881, -1.7027, -2.5463], [0.4519, -0.5764, -0.6195], [2.1593, -0.8462, 0.5582], [1.2072, 0.0434, 0.4677], [-0.1771, 0.7319, 0.5121], [-0.0649, -0.6581, -0.3531], [0.6703, 0.3079, 1.1303], [-0.6334, -0.1859, 0.3630], [0.5583, 0.2253, -0.2113], [-0.9286, -0.0592, 0.2926], [-0.6030, -0.4487, 0.5870], [-0.0374, 0.2465, -0.6446], [-0.4118, 0.7308, 0.3290], [-2.5540, -1.1348, -0.0109], [0.2148, 0.0548, -0.6627], [0.4468, 0.1748, 0.1155], [-0.6396, -0.5213, -0.2316], [-0.2822, -0.5753, -0.0267], [-0.4912, -0.4375, -1.3288], [0.2365, 0.6328, -0.6601], [-0.5463, -0.2015, 0.4149], [0.6527, 0.8510, -0.1455], [0.1200, -0.3280, 0.0166], [0.8383, -0.1411, -0.3772], [0.3165, 0.3135, -0.3822], [0.5012, -0.4772, -1.2236], [0.1737, 0.1309, -0.1384], [0.2551, 0.0333, -0.0020], [0.5824, 0.1077, 0.2951], [-0.0915, -0.1458, 0.1175], [-0.5997, 0.3096, -0.1299], [0.7364, -0.0642, -0.0087], [-0.0870, -0.3376, -0.8506], [-0.1658, 0.4085, -0.1316], [0.0228, 0.4784, 0.3221], [-0.4089, 0.6471, 0.6895], [-0.4151, 0.0961, -0.4518], [-1.9949, -0.7109, 0.5479], [-0.1899, -0.3188, -0.0415], [-0.1973, 0.1058, -0.4653], [1.2576, -1.8527, -2.0133], [-0.5674, -0.1170, -0.4630], [-0.5771, -0.0232, 0.0144], [0.3078, -0.0995, -0.3075], [1.0875, 1.3784, -0.0875], [-0.9054, 1.2553, 0.5184], [-0.0109, -0.4350, -0.6025], [-0.3718, 0.1681, 0.0555], [0.6788, -0.0593, -0.6521], [2.6329, -0.3002, -0.8688], [0.4654, 0.2093, -0.1653], [0.4912, 0.9947, -0.2927], [0.7164, 0.2511, 0.1113], [-0.5160, 0.0270, -0.3070], [-0.2039, 0.0027, -0.6128], [0.8031, -0.9966, -0.6794], [0.0460, -0.4188, -0.4041], [-0.5073, 0.5212, 0.2615], [1.5157, 2.1594, -0.3946], [-0.6121, -2.1611, 2.1255], [0.4922, -0.1503, 0.0965], [0.3439, -0.2028, 0.1217], [0.0811, 0.3893, -0.7084], [0.0804, 0.1008, 0.2737], [0.3605, -3.2180, -2.7092], [-0.0358, -0.8465, 0.0548], [-0.8248, 0.3455, -1.5675], [-0.0475, 0.5409, -0.0248], [0.5102, 0.0957, -0.0320], [-0.4141, -0.0095, 0.0434], [0.5109, 0.9903, 0.4854], [-0.3127, 0.1397, -0.2334], [0.2701, 0.2927, 0.3871], [1.2970, 0.7298, -0.2367], [0.5642, 1.6784, 0.7239], [-0.4980, -0.0366, 0.5486], [-0.5752, 0.4003, -0.2072], [-0.0199, 0.1298, 0.5227], [0.4983, 0.1527, -0.2610], [0.0801, 0.5467, -0.0709], [0.2607, -0.3548, 0.0209], [-0.3602, 0.2788, -0.3809], [0.1198, 0.5125, -0.6232], [1.2350, -0.3710, 0.3750], [-0.2599, 0.2199, 0.0227], [0.4042, 0.2675, 0.2572], [-0.2611, -0.0529, -0.1237], [-1.9741, 0.6694, 0.0069], [0.9111, -1.2767, 0.1040], [0.9421, -1.4531, 0.5337], [-0.4890, -0.2113, -1.1427], [-0.9486, 0.4249, 0.2896], [-0.2909, -0.2176, 0.0428], [0.0108, 0.1964, 0.2704], [-1.3454, 0.7988, -1.4317], [-0.1356, 1.0898, -0.0370], [0.7577, 0.1856, 0.1977], [0.9528, -0.7501, -0.8125], [0.0681, 0.0555, 0.4419], [-0.2872, -0.1130, -0.2709], [-0.3848, -0.5145, -1.0926], [-0.2901, -0.6089, 0.2779], [-0.6618, 2.3092, -0.1551], [0.3930, 0.3394, 0.1124], [0.1470, -0.2551, 0.0563], [0.1196, -0.0880, -0.2437], [0.6346, 0.1571, -1.9300], [0.3536, -0.1055, 1.0036], [1.0726, 0.4968, -1.8329], [0.4089, 0.3624, 0.2869], [-1.3393, -0.8516, -0.0712], [-1.2837, -0.0726, 0.0813], [-0.3172, 0.8205, 0.3362], [-1.1810, -0.7808, 0.8086], [-1.4202, 0.8280, 1.2196], [0.6569, 0.0745, -0.0512], [-0.1431, 0.6914, 0.4598], [-0.1876, -0.2612, -0.2297], [0.1843, -0.0991, -0.3854], [0.7208, 0.7486, 1.0793], [0.0164, -0.1044, -0.4442], [0.1837, 0.0032, 0.3182], [-0.8937, -1.0473, -0.6016], [-0.4146, 0.5742, -0.2732], [0.4523, -0.0244, 0.1674], [-0.6076, 1.1830, 0.9832], [-0.0812, -0.1839, -0.3012], [-0.3692, 0.7926, 0.6487], [-0.2461, -0.7822, -0.0535], [0.2215, -1.7898, -1.3865], [0.1581, -0.2420, 0.5755], [0.3487, 0.1146, -0.5107], [0.1344, 1.2541, -0.1843], [1.0260, -0.7526, -0.1042], [-0.0108, 0.1462, -0.1291], [0.2373, 0.0924, 0.2484], [-0.6488, 2.4870, -0.6120], [-0.5094, 0.3327, -0.3021], [0.0854, -0.0922, -0.2843], [-0.1562, -0.0035, -0.0099], [-0.0611, 0.2052, 0.2484], [-1.6194, 0.6581, 0.9581], [-0.8440, -0.4650, 0.4199], [-0.5721, 0.0052, 0.3642], [0.0061, 0.1891, -0.2263], [-0.2688, 0.0193, -0.0628], [-0.9781, -1.0869, -1.2425], [-0.0716, 0.5362, -0.3505], [-0.5038, -0.8093, -0.0838], [-0.4613, -0.2277, -0.0549], [0.7509, -1.1598, 0.3619], [-1.7912, 2.3826, 0.0283], [0.5990, -0.5699, -0.2694], [-0.6390, -0.9277, 1.0929], [0.1281, 0.5597, 0.2027], [0.2912, -0.0108, -0.2803], [-3.7872, 1.6028, -0.7778], [-0.0432, -0.4156, 0.0937], [-0.8261, 0.0627, 0.7566], [2.0399, -0.9337, 1.0770], [0.3701, -0.2899, 0.4374], [0.0888, 0.2248, 0.2300], [0.4406, 0.7160, -0.4800], [-0.1038, -0.0769, -0.2179], [-0.1011, -0.6098, -0.6371], [0.6972, 0.4997, 0.0120], [0.0878, 0.6005, 0.6112], [0.2565, 1.2427, -0.1929], [0.3457, 0.8213, 0.0313], [0.0932, -0.0494, 0.0395], [0.8977, -0.6865, 0.9963], [0.5686, 0.0876, -0.0571], [-0.5709, -0.7799, 0.9594], [-0.9726, -0.4267, 0.3174], [-1.0484, -0.3058, -0.4460], [-0.0756, -0.2300, 0.2780], [-0.0040, -0.6558, 0.1737], [-0.1019, 0.2879, 0.1168], [0.7934, -0.0736, 0.2300], [0.8943, -0.4852, 0.5094], [0.0045, 0.0499, -0.1728], [0.0305, -0.1882, 0.2989], [0.6884, 1.3477, 1.5454], [1.2258, -0.2686, -0.0373], [-0.0847, 0.2452, -0.4120], [0.4423, -0.1230, -0.9548], [-0.5953, -0.1256, 0.2627], [1.1564, -0.9431, -0.1139], [0.4677, -0.0072, -0.3865], [0.0865, -0.1377, -0.0454], [0.4760, 0.2794, 2.4312], [0.6805, 0.0436, 0.3938], [0.3739, 0.4733, -0.0278]]
}